ORCA calculation (ωB97M-V/def2-TZVPD) on 2 unconnected molecules or ions with the total composition C37H26F12N2S at a distorted geometry.

Frontier orbital gap: 4.403 eV
Charge: 0
Relative energy (zero: lowest compared OMol25 entry of this formula, charge and spin): 0.000 eV
F_max: 2.36 eV Å⁻¹
E_HOMO: -6.451 eV
LUMO level: -2.048 eV

The geometry in XYZ format:
```
78
Properties=species:S:1:pos:R:3:forces:R:3
F 2.003886 3.835655 -4.426460 0.9 -0.6 0.6
C 2.982474 3.155133 -3.773804 0.6 -0.8 -1.4
F 2.890329 1.824454 -4.122260 -0.1 1.5 0.1
F 4.203191 3.590900 -4.237715 -1.3 -0.3 0.1
C 2.920356 3.300908 -2.282663 0.4 -0.2 0.7
N 3.932328 2.425752 -1.677289 -1.1 0.4 -0.2
C 5.114108 3.056442 -1.196724 1.0 0.8 -0.1
C 5.115209 3.634074 0.086162 0.0 -0.4 -0.6
C 6.225627 4.353905 0.515562 0.0 0.0 -0.1
C 7.328865 4.511746 -0.327085 -0.1 -0.1 0.0
C 7.327467 3.944170 -1.602817 -0.1 0.0 0.1
C 6.215562 3.238430 -2.053799 -0.5 -0.2 0.5
C 3.630657 1.106231 -1.415154 0.3 -0.4 0.6
C 4.678068 0.154068 -1.423030 -0.1 -0.1 0.2
C 4.397282 -1.179382 -1.217156 -0.4 -0.2 0.2
C 3.096791 -1.629380 -0.819882 0.0 0.6 -0.8
C 2.878107 -3.005729 -0.522947 1.1 0.3 0.7
C 1.827605 -3.464212 0.321632 -0.9 -0.3 0.5
C 1.327279 -4.793316 0.240280 0.3 0.0 0.1
C 0.350129 -5.252631 1.101236 0.1 0.2 0.1
C -0.181877 -4.395157 2.093849 0.3 0.4 -0.2
N -1.238469 -4.788858 2.884428 -0.2 -0.9 -0.2
C -2.138469 -5.841598 2.414634 0.4 0.1 0.4
C -3.208494 -5.236543 1.553085 -0.8 1.3 -0.8
F -3.950856 -6.156286 0.881294 0.6 0.8 0.7
F -4.057101 -4.470074 2.324051 0.5 -0.8 -0.9
F -2.653574 -4.378906 0.625946 -0.8 -1.0 0.8
C -1.461546 -4.275070 4.194804 -0.6 0.4 1.0
C -2.321006 -3.178117 4.402278 0.5 -0.5 -0.2
C -2.562864 -2.724947 5.696663 0.1 -0.1 0.0
C -1.969890 -3.359528 6.789479 0.1 -0.1 -0.2
C -1.151006 -4.473358 6.589133 -0.1 0.1 0.0
C -0.914779 -4.947817 5.303854 0.0 0.4 -0.7
C 0.358712 -3.094612 2.257031 0.0 -0.3 -0.2
C 1.308590 -2.639086 1.371564 0.2 -0.1 -0.5
C 2.062636 -0.640078 -0.805130 0.1 0.0 -0.1
C 2.317310 0.690117 -1.095926 0.1 -0.2 0.0
H 3.176962 4.335844 -2.033373 -0.4 -0.2 0.0
H 1.910310 3.028905 -1.958108 0.2 0.4 -0.1
H 4.226797 3.507703 0.706280 0.3 0.1 0.0
H 6.217988 4.791740 1.511988 0.1 0.0 -0.2
H 8.186796 5.092576 0.004960 -0.2 -0.2 0.0
H 8.189447 4.049230 -2.258058 -0.2 0.1 0.2
H 6.153900 2.833065 -3.064098 0.2 0.1 0.3
H 5.701695 0.491925 -1.600109 -0.4 -0.2 -0.2
H 5.168896 -1.931609 -1.360616 0.0 0.1 0.1
H 3.670278 -3.725299 -0.796510 -0.6 0.6 0.2
H 1.723789 -5.454282 -0.533723 -0.1 0.3 0.1
H 0.017175 -6.294418 1.033791 0.2 0.6 -0.2
H -1.617749 -6.581901 1.803333 -0.2 0.0 0.4
H -2.621154 -6.293480 3.287067 0.1 -0.2 -0.3
H -2.795496 -2.717482 3.533320 0.2 0.0 0.3
H -3.216542 -1.868321 5.845958 0.1 -0.2 0.0
H -2.156946 -2.996850 7.797757 0.0 -0.1 -0.2
H -0.688959 -4.981978 7.431884 -0.2 0.1 -0.1
H -0.305842 -5.834877 5.113959 -0.1 0.3 0.2
H -0.004109 -2.456121 3.063585 0.1 -0.2 -0.3
H 1.709277 -1.630449 1.475355 -0.1 -0.3 0.1
H 1.031298 -0.929307 -0.594719 0.4 0.0 0.0
H 1.526310 1.443215 -1.009944 0.2 -0.6 -0.2
F 4.482753 -9.902967 -2.303245 1.0 0.5 0.3
C 5.674504 -9.255220 -2.118850 0.0 -0.3 0.2
F 5.877377 -9.157486 -0.757691 -0.2 -0.3 -1.1
F 6.656739 -10.077747 -2.604363 -0.9 0.7 0.5
C 5.689516 -7.880424 -2.750444 0.1 -0.3 0.0
C 6.883755 -7.428608 -3.306389 -0.3 0.2 0.1
C 6.893972 -6.161463 -3.886193 0.2 -0.1 -0.2
C 8.183510 -5.665663 -4.500578 0.3 0.2 -0.1
F 7.969991 -4.908837 -5.621906 0.3 -0.6 1.0
F 8.869322 -4.875233 -3.601485 -0.4 -0.6 -0.9
F 9.030483 -6.681237 -4.857889 -0.7 1.0 0.3
C 5.782124 -5.329915 -3.854972 -0.3 -0.5 0.4
C 4.605511 -5.728588 -3.152984 1.7 -1.6 -0.4
S 3.363236 -4.644188 -2.892031 -1.9 1.1 -0.3
C 4.551552 -7.083465 -2.703083 0.4 0.6 -0.3
H 7.769858 -8.044466 -3.301213 0.0 0.0 -0.1
H 5.776491 -4.371055 -4.365930 0.1 -0.1 0.2
H 3.604636 -7.473830 -2.340166 0.2 0.1 0.1
```
Positions in Å, forces in eV/Å.